No. 1
# C16H19ClMo

A structure of composition C16H19ClMo (ωB97M-V/def2-TZVPD, the OMol25 dataset).

## Properties
- Spin multiplicity: 3
- ⟨S²⟩: 2.033
- Kohn-Sham gap (alpha / beta): 6.53 / 6.33 eV
- Total charge: 0

```
37
Properties=species:S:1:pos:R:3:forces:R:3
C -0.18673 0.31839 -1.98230 1.0 0.1 -0.1
C -0.04045 -0.95961 -2.63792 1.1 0.3 0.0
C 1.33423 -1.38426 -2.43773 -0.7 0.8 -0.3
H -0.78278 -1.41397 -3.29698 0.4 0.2 0.2
C 1.97879 -0.44657 -1.56670 -1.1 -0.4 -0.7
C 1.08676 0.65237 -1.39700 -1.2 -0.4 -0.7
H 1.35467 1.60025 -0.94348 -0.3 -0.5 0.2
H -1.09231 0.93046 -2.00305 0.5 -0.2 0.2
H 1.83890 -2.13494 -3.04732 -0.3 -0.1 0.8
H 2.99837 -0.50884 -1.17677 -0.5 0.0 -0.3
Mo -0.15460 -1.56943 -0.37693 2.1 5.1 -1.2
Cl -2.31327 -1.20788 0.80774 0.0 -0.1 -0.6
C -0.55007 -3.44760 0.47337 -0.1 -1.9 -0.2
C 0.83471 -3.71522 0.16913 -1.3 -0.4 0.0
C 0.92729 -3.96866 -1.22663 -0.9 -0.5 -0.1
H 1.58744 -3.92374 0.92692 -0.1 0.3 -0.3
C -0.32887 -3.69721 -1.82946 0.1 -1.3 1.3
C -1.27262 -3.36893 -0.80100 0.4 -1.6 0.4
H -2.33615 -3.19538 -0.92436 0.3 -0.2 0.1
H -0.98738 -3.57804 1.45190 -0.1 0.5 -0.1
H 1.76615 -4.46244 -1.71350 0.0 0.7 0.0
H -0.60159 -3.90473 -2.86196 0.2 0.5 0.2
C -1.32685 2.60558 2.77989 -0.5 0.3 0.5
C -0.29833 2.72383 1.67387 0.0 -0.6 0.0
C -0.81933 3.67956 0.60984 -0.1 0.2 -0.2
C 1.03685 3.21742 2.19598 0.4 0.3 0.1
C -0.11729 1.36089 1.17393 0.1 -1.5 -0.5
C -0.02277 0.20056 0.79504 0.2 0.4 1.1
H -1.43108 3.57376 3.27512 -0.1 0.0 0.1
H -1.04476 1.84954 3.51716 0.0 0.1 -0.1
H -2.29645 2.32402 2.35710 0.1 0.0 0.1
H -0.89541 4.67886 1.05104 0.0 0.0 -0.1
H -0.16147 3.74104 -0.26047 0.0 0.0 0.1
H -1.81302 3.38883 0.26647 0.0 -0.1 0.0
H 1.45447 2.52924 2.93194 0.0 0.0 0.0
H 1.75228 3.30948 1.37314 0.0 0.0 0.1
H 0.92267 4.20337 2.65396 0.0 0.0 0.0
```
Forces are in eV/Å.

Löwdin atomic charge list, values in e, 8 entries: -0.178, -0.230, -0.202, 0.109, -0.109, -0.157, 0.102, 0.115

No. 2
# C4H11N3O2

A cluster of 2 separate species, C4H11N3O2 in total (ωB97M-V/def2-TZVPD, the OMol25 dataset).

## Properties
- Structure (SMILES): [H]/N=C(/N)NC.CC(=O)O
- Kohn-Sham gap: 9.48 eV
- Total charge: 0

```
20
Properties=species:S:1:pos:R:3:forces:R:3
C 0.46272 -0.08478 -3.09039 -1.2 0.5 0.1
C -0.33267 1.23629 -1.08719 2.6 -1.8 -3.1
N -1.48991 0.74099 -1.08649 -0.7 1.5 1.4
N 0.72600 0.87795 -2.02536 0.5 -0.3 0.4
N 0.14112 2.26568 -0.29016 -0.9 -0.4 3.2
H -1.86640 0.15514 -1.80513 0.7 -0.4 -0.3
H -0.32086 0.26899 4.40155 -0.5 -0.3 -0.1
H 1.64667 0.69863 -1.58857 -1.0 0.5 -0.2
H -0.37888 2.14439 0.59767 -0.2 0.8 -0.6
H 1.10404 2.21938 0.07142 -0.3 -0.2 -1.2
H -0.49285 0.23589 -3.51405 0.1 -0.1 -0.3
H 0.25638 -1.09365 -2.72019 0.4 -0.2 -0.1
H 1.19379 -0.05819 -3.91914 -0.1 0.0 0.8
C 0.16060 -1.53370 1.63166 -2.9 1.3 1.9
C -0.37784 -1.22147 3.18549 2.7 -0.5 -3.6
O -0.61044 0.08584 3.49073 0.3 -0.4 -0.2
O -0.34939 -2.16361 3.89970 -0.7 0.0 1.7
H 0.55938 -2.53397 1.59618 0.2 0.0 0.2
H 0.74418 -0.75494 1.18503 0.7 0.4 0.2
H -0.77565 -1.48484 1.06725 0.1 -0.3 -0.3
```
Forces are in eV/Å.

Löwdin atomic charge list, values in e, 8 entries: -0.133, -0.578, 0.127, -0.060, 0.097, 0.030, 0.124, 0.115

Going through the records in order, we get F_max values of 5.59, 4.52 eV/A.
Going through the records in order, we get ΔE to the lowest compared entry with this formula, charge and spin values of 0.2, 44.1 kcal/mol.
Going through the records in order, we get electronic energy values of -1149.28484, -473.73245 a.u..